11
Properties=species:S:1:pos:R:3:forces:R:3:nbo_charge:R:1 method="wB97M-V/def2-TZVPD" e_homo_ha="-0.343 / -0.343" total_energy_ev=-9233.08649 relative_energy_kcal_mol=170.7 gap_ev="8.67 / 8.66" smiles="C1=NN2CC=C1O2" lumo_energy_ev="-0.7 / -0.7"
C -0.82585 -1.72626 0.41512 2.13 -1.05 -1.30 0.036
N -1.70259 -0.83364 0.50547 -2.39 0.21 -0.95 -0.293
N -1.19373 0.30809 1.24887 -0.06 0.30 0.95 0.008
C -0.09497 0.96482 0.37022 -1.91 2.25 0.62 -0.345
C 0.78353 -0.14257 0.13640 0.91 -1.93 2.99 -0.125
C 0.35667 -1.07190 1.08697 0.71 0.72 0.39 0.148
O -0.30732 -0.30807 2.15712 0.81 -0.74 -1.43 -0.390
H -0.73682 -2.56741 -0.36150 -0.77 1.19 1.67 0.237
H 0.04890 1.98531 0.82911 0.60 -1.41 -0.09 0.268
H -0.57961 1.19822 -0.53747 -0.39 0.37 -1.48 0.231
H 1.31646 -0.49015 -0.69468 0.37 0.08 -1.36 0.226